[1]
{"formula": "C16H13F5N5O2RhS", "method": "ωB97M-V with the def2-TZVPD basis set", "species": ["Rh", "S", "F", "F", "F", "F", "F", "O", "O", "N", "N", "N", "N", "N", "C", "C", "C", "C", "C", "C", "C", "C", "C", "C", "C", "C", "C", "C", "C", "C", "H", "H", "H", "H", "H", "H", "H", "H", "H", "H", "H", "H", "H"], "xyz": [[-0.8475, -0.2069, 0.0682], [-0.7622, -0.3487, 2.2780], [1.5445, -1.7624, -1.5916], [-2.1639, -2.8412, 1.1757], [0.5691, -6.2048, -0.5642], [-1.5598, -5.4050, 0.9381], [2.0966, -4.3206, -1.8170], [-0.5777, 2.3573, 0.1619], [-3.8499, -0.8237, -0.0801], [1.0887, 0.3680, 0.2560], [1.6584, 0.4892, 1.4322], [-0.3313, 0.3427, -1.9982], [-2.7770, -0.3996, -0.3986], [1.4770, 0.0186, 3.6569], [-1.5343, 3.4057, 0.2755], [1.3760, 3.8677, 0.2854], [0.6769, 2.6756, -0.2701], [-0.2444, -0.0227, -4.3412], [0.9912, 0.6025, -4.3968], [-0.3510, -2.1420, -0.1915], [0.7195, -2.6127, -0.9443], [-0.8712, -0.1369, -3.1137], [1.5559, 1.0936, -3.2298], [1.0424, -3.9528, -1.0768], [0.2768, -4.9091, -0.4428], [1.4040, 1.4205, -0.7024], [0.8664, 0.9438, -2.0398], [-1.0899, -3.1468, 0.4339], [0.9228, 0.0502, 2.4338], [-0.8016, -4.4965, 0.3168], [0.8496, 4.8002, 0.0698], [-1.2412, 4.1260, 1.0404], [2.5259, 1.5719, -3.2344], [-2.4691, 2.9301, 0.5589], [2.4215, 0.3435, 3.7672], [-0.7128, -0.4287, -5.2267], [2.4755, 1.6226, -0.7487], [-1.8321, -0.6258, -3.0011], [1.5167, 0.6957, -5.3379], [1.4714, 3.7800, 1.3768], [2.3766, 3.9398, -0.1365], [-1.6581, 3.9152, -0.6819], [0.9306, -0.2233, 4.4617]], "forces_ev_per_a": [[0.8, -0.1, -1.8], [0.1, -0.4, 1.1], [0.0, 0.1, 0.0], [0.1, 0.0, 0.0], [0.0, 0.0, 0.0], [0.0, 0.0, 0.0], [0.0, 0.0, 0.0], [-0.1, 0.0, -0.1], [0.0, -0.2, 0.3], [-0.4, -0.1, 0.4], [0.8, 0.3, -0.3], [0.1, -0.4, 0.3], [-0.1, 0.5, -0.3], [0.2, 0.0, -0.1], [-0.1, 0.1, 0.0], [-0.1, -0.1, 0.0], [0.2, 0.0, -0.1], [0.0, 0.0, 0.0], [0.0, 0.0, 0.0], [-0.2, -0.2, 0.3], [0.0, 0.3, 0.1], [-0.1, 0.0, -0.1], [0.0, 0.1, 0.0], [0.0, 0.0, 0.0], [0.0, 0.0, 0.0], [-0.1, 0.1, 0.0], [0.0, 0.0, -0.1], [-0.1, 0.2, -0.1], [-0.8, -0.1, 0.3], [0.0, 0.0, 0.1], [0.0, 0.0, 0.0], [0.0, 0.0, 0.0], [0.0, 0.0, 0.0], [0.0, 0.0, 0.0], [0.0, 0.0, 0.0], [0.0, 0.0, 0.0], [0.0, -0.1, 0.0], [0.0, 0.0, 0.1], [0.0, 0.0, 0.0], [0.0, 0.0, 0.0], [0.0, 0.0, 0.0], [0.0, 0.0, 0.0], [0.0, 0.0, 0.0]], "homo_lumo_gap_ha": [0.238, 0.270], "spin_multiplicity": 5, "mol_weight_g_mol": 537.28, "lumo_ev": [0.087, -1.121], "charge": 0}

[2]
{"formula": "C34H29N5O5Ru", "method": "ωB97M-V with the def2-TZVPD basis set", "species": ["Ru", "O", "O", "O", "O", "O", "N", "N", "N", "N", "N", "C", "C", "C", "C", "C", "C", "C", "C", "C", "C", "C", "C", "C", "C", "C", "C", "C", "C", "C", "C", "C", "C", "C", "C", "C", "C", "C", "C", "C", "C", "C", "C", "C", "C", "H", "H", "H", "H", "H", "H", "H", "H", "H", "H", "H", "H", "H", "H", "H", "H", "H", "H", "H", "H", "H", "H", "H", "H", "H", "H", "H", "H", "H"], "xyz": [[-0.3206, 0.9762, -1.2570], [-0.8939, -1.2339, 1.7554], [-0.7631, 1.9363, 2.3405], [2.1419, 0.7004, -0.9363], [-2.5029, 1.0370, -0.0684], [-1.2731, 3.5085, 0.8214], [2.4532, -0.7699, 0.8576], [0.4301, -0.0156, 0.3365], [-0.7473, 1.6880, -3.0582], [-0.5206, -0.7855, -2.3717], [-0.0517, 2.9976, -1.0012], [-1.3632, 2.6734, -5.5314], [-0.7218, 3.0151, -3.2597], [0.2544, 5.7962, -0.8498], [1.5719, -3.0389, 1.2230], [1.7674, 0.0222, 0.0346], [1.7129, -5.7077, 0.4084], [2.6673, -1.7602, 5.8623], [-3.9066, 2.8428, 0.7262], [0.4085, 5.0694, 0.2826], [-0.3948, -2.8889, -4.1694], [0.9776, -1.8661, 4.1555], [-0.1165, -3.0906, -2.8284], [1.9170, -1.5178, 3.1860], [2.7458, -3.5502, 0.6717], [-1.5390, 2.4200, 1.5744], [0.5464, -5.2093, 0.9691], [-1.0330, 3.5425, -4.5010], [-0.2039, -2.0179, -1.9598], [3.2285, -1.2571, 3.5790], [1.3518, -1.9901, 5.4824], [-0.1930, 5.1596, -2.0204], [-1.3493, 1.3038, -5.3152], [-2.8847, 1.8035, 1.1492], [-0.3171, 3.7616, -2.0521], [0.0704, 3.6236, 0.2992], [-0.7943, -0.5805, -3.6842], [-1.0095, 0.8311, -4.0568], [3.5994, -1.3861, 4.9074], [-0.7522, -1.6183, -4.5976], [1.5678, -1.5648, 1.7079], [2.8125, -4.8763, 0.2711], [0.4768, -3.8839, 1.3781], [0.1913, -0.9213, 1.3361], [-3.4240, 0.8740, 2.2139], [-4.3444, 0.4085, 1.8580], [3.6269, -2.9300, 0.5689], [3.9791, -0.9682, 2.8531], [-4.1117, 3.5242, 1.5516], [-0.4367, -3.5230, 1.8231], [-2.6814, 0.1058, 0.1227], [2.9582, -1.8552, 6.8994], [-0.9712, -1.4360, -5.6395], [-3.6525, 1.4358, 3.1185], [0.1651, -4.0619, -2.4463], [0.4556, 6.8585, -0.8618], [-1.5837, 0.6171, -6.1148], [-4.8316, 2.3362, 0.4541], [1.7656, -6.7398, 0.0881], [-0.3273, -3.7028, -4.8782], [-1.6049, 3.0618, -6.5113], [3.4522, -0.8742, 0.8111], [-1.0235, 4.6091, -4.6706], [-0.0528, -2.0182, 3.8715], [0.7031, 5.5124, 1.2243], [-2.6904, 0.1123, 2.4631], [-0.3140, -5.8521, 1.1005], [-0.4348, 5.7446, -2.8952], [-0.0271, -2.1631, -0.9029], [0.7434, 3.0513, 0.9417], [-3.5558, 3.4217, -0.1250], [4.6261, -1.2056, 5.1973], [3.7379, -5.2605, -0.1382], [0.6142, -2.2607, 6.2258]], "forces_ev_per_a": [[0.9, 0.8, 0.9], [-0.3, 0.0, 0.1], [-0.1, 0.3, -0.2], [-1.0, 0.6, -1.0], [0.5, -0.1, -0.6], [0.6, 1.0, -0.7], [0.4, 0.3, 0.0], [0.2, 0.4, 0.2], [-0.3, 0.5, -0.5], [0.1, -0.2, 0.3], [-0.5, -1.3, 0.4], [0.0, 0.0, 0.0], [0.0, 0.1, -0.1], [0.2, 0.3, 0.1], [0.2, 0.2, -0.1], [-0.7, -0.8, 1.0], [-0.1, 0.0, 0.0], [-0.1, 0.0, 0.0], [0.1, -0.1, -0.1], [-0.2, 0.0, -0.1], [0.0, 0.0, 0.1], [0.0, 0.1, -0.3], [-0.1, 0.0, -0.2], [0.2, 0.1, 0.2], [-0.2, -0.1, 0.1], [0.0, -1.4, 0.5], [0.1, 0.0, 0.0], [0.0, 0.1, -0.1], [-0.1, -0.1, 0.1], [-0.2, -0.1, -0.2], [0.1, 0.1, 0.1], [0.1, -0.5, 0.5], [0.1, 0.0, 0.1], [-0.1, 0.3, 0.0], [0.0, -0.1, -0.7], [-0.3, 0.0, 0.4], [0.0, -0.2, 0.0], [0.0, 0.0, -0.1], [0.1, 0.0, 0.1], [-0.1, 0.2, 0.0], [-0.5, -0.2, -0.1], [0.2, 0.0, 0.0], [0.0, 0.1, 0.0], [0.5, -0.2, -0.1], [0.2, -0.1, -0.2], [0.0, 0.0, 0.0], [0.0, -0.1, 0.0], [0.0, 0.0, 0.1], [0.0, 0.0, 0.0], [-0.1, 0.1, 0.1], [0.1, -0.1, 0.1], [0.0, 0.0, 0.0], [0.0, 0.0, 0.0], [0.0, 0.1, 0.0], [0.0, 0.0, 0.0], [0.0, 0.0, 0.0], [0.0, 0.0, 0.0], [0.0, 0.0, 0.0], [0.0, 0.0, 0.0], [0.0, 0.0, 0.0], [0.0, 0.0, 0.0], [0.0, 0.0, -0.1], [0.0, 0.0, 0.0], [-0.1, -0.1, 0.0], [0.0, 0.1, 0.0], [0.0, -0.1, 0.0], [0.0, 0.0, 0.0], [0.0, 0.0, -0.1], [0.1, 0.1, 0.0], [0.1, -0.1, -0.1], [0.0, 0.0, 0.0], [0.0, 0.0, 0.0], [0.0, 0.0, 0.0], [0.0, 0.0, 0.0]], "homo_lumo_gap_ha": [0.127, 0.127], "mol_weight_g_mol": 688.71, "lumo_ev": [-9.524, -9.518], "charge": 2}

[3]
{"formula": "C34H40Cl2IrN5O4Te", "method": "ωB97M-V with the def2-TZVPD basis set", "species": ["Ir", "Te", "Cl", "Cl", "O", "O", "O", "O", "N", "N", "N", "N", "N", "C", "C", "C", "C", "C", "C", "C", "C", "C", "C", "C", "C", "C", "C", "C", "C", "C", "C", "C", "C", "C", "C", "C", "C", "C", "C", "C", "C", "C", "C", "C", "C", "C", "C", "H", "H", "H", "H", "H", "H", "H", "H", "H", "H", "H", "H", "H", "H", "H", "H", "H", "H", "H", "H", "H", "H", "H", "H", "H", "H", "H", "H", "H", "H", "H", "H", "H", "H", "H", "H", "H", "H", "H", "H"], "xyz": [[0.4910, -0.1168, -1.1196], [-2.8442, -0.3785, -3.0323], [-0.4911, -0.4199, 2.3007], [2.0373, 0.8662, 1.5296], [-0.6905, 1.7396, -3.9878], [2.8768, 0.4978, -1.5701], [1.2684, -1.7006, -2.3341], [-0.5365, 1.4615, -0.3115], [0.9976, 1.0582, -2.5832], [-1.4495, 0.0423, -1.6321], [1.1385, -2.2892, -0.1930], [2.1301, -4.3025, -0.1582], [1.3284, -3.4017, 1.8604], [2.1961, -3.8784, -1.5534], [1.5297, -3.3502, 0.5567], [1.5060, -2.5462, -1.4474], [-6.4715, -2.4481, -2.3004], [-1.6068, -2.3540, -6.6054], [-4.2596, -1.5605, -1.9898], [-4.1156, 3.8532, -1.8032], [-2.8030, 2.0401, -0.9523], [-1.2878, -3.9975, -4.9030], [-1.9895, -1.4026, -5.6708], [-1.2533, -3.6506, -6.2480], [-1.9932, -1.7926, -4.3181], [-4.9418, 2.5162, 0.0251], [-6.5117, -2.8693, -0.9752], [-1.6684, -3.0952, -3.9198], [-1.7449, -3.5728, -2.4985], [-7.7276, -3.5598, -0.4311], [1.6613, 2.2862, -4.4466], [-5.1029, 3.5658, -0.8691], [2.6759, -5.5443, 0.3689], [-3.1655, -1.7736, 0.3628], [-3.7894, 1.7466, -0.0131], [-4.2638, -1.9695, -0.6512], [-5.3728, -1.7907, -2.8231], [2.3530, 1.0824, -2.5223], [2.9229, 1.8324, -3.6898], [-2.4318, -0.0507, -6.1696], [-5.4143, -1.3464, -4.2652], [0.6315, 0.9368, 2.5919], [-2.9591, 3.0916, -1.8516], [-0.8736, -4.6510, -7.2994], [-5.4035, -2.6224, -0.1827], [-1.5943, 1.1943, -0.9851], [0.4864, 1.6823, -3.6895], [-4.5400, -1.6811, -4.8315], [-0.4208, -5.5389, -6.8630], [-1.0202, -4.3706, -2.3398], [0.9666, 0.8758, 3.6198], [-6.0015, 4.1669, -0.8355], [-1.5908, -2.0723, -7.6517], [-5.7093, 2.3015, 0.7559], [1.8985, -6.1311, 0.8592], [3.2247, -3.7626, -1.9013], [-3.6497, 0.9300, 0.6855], [-3.4707, -1.0328, 1.1055], [1.6553, -4.1693, 2.4220], [1.6238, 1.9463, -5.4801], [3.5500, 2.6508, -3.3391], [-8.0174, -4.3960, -1.0675], [-8.5725, -2.8702, -0.3970], [-2.9922, -2.7109, 0.8950], [1.5371, 3.3688, -4.4560], [-1.0202, -5.0061, -4.6093], [-2.2263, -1.4464, -0.0553], [-4.2453, 4.6760, -2.4930], [3.5569, 1.1617, -4.2697], [-2.0560, 0.7694, -5.5614], [0.8937, -2.6083, 2.3109], [1.6679, -4.5599, -2.2220], [-6.2818, -1.7730, -4.7643], [-1.7581, -4.9635, -7.8573], [-3.5229, 0.0132, -6.2138], [-1.5342, -2.7769, -1.7884], [-5.4980, -0.2588, -4.3550], [3.4917, -5.3478, 1.0655], [-2.0660, 0.1012, -7.1828], [-5.4136, -2.9499, 0.8511], [3.0692, -6.1282, -0.4581], [-2.1867, 3.3028, -2.5802], [-2.7347, -3.9756, -2.2768], [-7.3223, -2.6359, -2.9452], [-7.5571, -3.9358, 0.5755], [0.0901, 1.8513, 2.3842], [-0.1746, -4.2196, -8.0154]], "forces_ev_per_a": [[0.8, -0.8, -2.1], [-0.1, 0.2, 0.1], [0.0, 0.0, 0.1], [0.1, -0.1, 0.1], [0.1, -0.1, 0.0], [-0.3, 0.0, 0.1], [-0.1, 0.2, 0.4], [-0.2, 0.1, 0.1], [0.0, 0.2, 0.0], [-0.3, 0.0, 0.3], [-0.3, 0.1, 0.1], [0.0, 0.0, 0.0], [0.0, 0.0, 0.0], [0.0, 0.0, 0.0], [0.1, 0.0, 0.0], [0.0, 0.0, 0.3], [0.0, 0.0, 0.0], [0.0, 0.0, 0.0], [0.0, 0.0, 0.1], [0.0, 0.0, 0.0], [0.0, -0.1, 0.0], [0.0, 0.0, 0.0], [0.1, -0.1, 0.0], [0.0, 0.0, 0.0], [0.0, 0.0, 0.1], [0.0, 0.0, 0.0], [0.0, 0.0, 0.0], [0.0, 0.0, 0.0], [0.1, 0.0, 0.0], [0.0, 0.0, 0.0], [0.0, 0.0, 0.0], [0.0, 0.0, 0.0], [0.0, 0.0, 0.0], [-0.1, -0.1, 0.0], [-0.1, 0.0, 0.0], [0.0, 0.0, -0.1], [0.0, 0.0, 0.0], [-0.1, 0.1, 0.1], [0.0, 0.0, 0.0], [0.1, 0.0, 0.0], [0.0, 0.0, 0.0], [0.0, 0.1, -0.1], [0.0, 0.0, 0.0], [0.0, 0.0, 0.0], [0.0, 0.0, 0.0], [0.2, -0.1, 0.4], [-0.1, 0.1, -0.1], [-0.1, 0.0, 0.0], [0.0, 0.0, 0.0], [0.0, -0.1, 0.0], [0.0, 0.0, 0.0], [0.0, 0.0, 0.0], [0.0, 0.0, 0.0], [0.0, 0.0, 0.0], [0.0, 0.0, 0.0], [0.0, 0.0, 0.0], [0.0, 0.1, 0.0], [0.0, -0.1, 0.0], [0.0, 0.0, 0.0], [0.0, 0.0, 0.0], [0.0, 0.0, 0.0], [0.0, 0.0, 0.0], [0.0, 0.0, 0.0], [0.0, 0.0, 0.0], [0.0, 0.0, 0.0], [0.0, 0.0, 0.0], [0.2, 0.0, -0.1], [0.0, 0.0, 0.0], [0.0, 0.0, 0.0], [0.0, 0.0, 0.0], [0.0, 0.0, 0.0], [0.0, 0.0, 0.0], [0.0, 0.0, 0.0], [0.0, 0.0, 0.0], [0.0, 0.0, 0.0], [0.0, 0.1, 0.1], [0.0, 0.0, 0.0], [0.0, 0.0, 0.0], [0.0, 0.0, 0.0], [0.0, 0.0, 0.0], [0.0, 0.0, 0.0], [0.0, 0.0, 0.0], [0.0, 0.0, 0.0], [0.0, 0.0, 0.0], [0.0, 0.0, 0.0], [0.0, 0.0, 0.0], [0.0, 0.0, 0.0]], "homo_lumo_gap_ha": 0.297, "mol_weight_g_mol": 973.45, "lumo_ev": -5.679, "charge": 2}

[4]
{"formula": "C3H11NO3", "method": "ωB97M-V with the def2-TZVPD basis set", "species": ["O", "O", "O", "N", "C", "C", "C", "H", "H", "H", "H", "H", "H", "H", "H", "H", "H", "H"], "xyz": [[2.4161, -1.2421, -0.3987], [-2.9314, -0.0750, 3.2782], [-0.3065, -0.8128, 1.8476], [-0.0740, -0.8915, -0.9625], [0.7860, 0.1566, -1.5235], [0.4379, 1.5328, -1.0455], [2.2277, -0.2173, -0.9856], [-0.4005, -1.0714, 0.9073], [3.0467, 0.4603, -1.3097], [0.1741, -1.7949, -1.3488], [1.0327, 2.4058, -1.2793], [-2.0810, -0.1226, 2.8481], [0.8782, 0.0374, -2.6064], [-1.0531, -0.7255, -1.1779], [-0.5559, 1.7747, -1.4930], [-3.3322, 0.7613, 3.0456], [-0.0602, 1.4787, -0.0757], [-0.2045, -1.6544, 2.2797]], "forces_ev_per_a": [[0.5, 0.1, 0.2], [-0.6, -0.3, 0.5], [-0.5, 0.1, -0.2], [-0.8, 0.5, -0.3], [2.2, -1.4, 1.2], [-3.7, 0.2, -0.6], [-1.2, -0.1, -1.1], [0.4, 0.5, 0.0], [0.0, 0.0, 0.3], [0.1, 0.1, 0.1], [0.6, -0.3, 0.3], [0.7, 0.0, -0.5], [0.0, 0.5, -0.2], [0.1, 0.1, -0.2], [0.6, 0.1, -0.8], [0.1, 0.2, -0.1], [1.5, 0.1, 0.9], [0.1, -0.4, 0.5]], "homo_lumo_gap_ha": 0.385, "mol_weight_g_mol": 109.12, "smiles": "C[C@H](N)C=O.O.O", "lumo_ev": 0.636, "charge": 0}

[5]
{"formula": "C3H11N2", "method": "ωB97M-V with the def2-TZVPD basis set", "species": ["N", "N", "C", "C", "C", "H", "H", "H", "H", "H", "H", "H", "H", "H", "H", "H"], "xyz": [[0.9668, 0.3806, 1.6706], [-0.0057, -0.0083, -0.8923], [-1.4620, 0.0200, -0.6295], [0.3710, -1.2690, -1.6645], [0.6655, 1.2529, 2.5476], [0.2405, 0.7959, -1.4817], [0.9062, -0.9097, -2.5437], [-0.3666, 1.5840, 2.3569], [1.8369, -0.0961, 1.9453], [-1.9357, -0.1347, -1.6056], [1.2708, 1.5550, 3.4410], [-1.8542, -0.6724, 0.1173], [0.5109, 0.2190, 0.0564], [-1.7423, 1.0242, -0.3387], [-0.5218, -1.8887, -1.7973], [1.1196, -1.8528, -1.1817]], "forces_ev_per_a": [[1.4, -0.3, 1.0], [0.6, -0.1, 0.6], [-0.8, 0.9, -0.9], [0.4, 0.9, 0.1], [-1.1, -0.4, -0.3], [-0.4, -0.3, 0.1], [-0.7, -0.4, -0.4], [0.6, 1.0, 0.7], [0.0, 0.3, -0.5], [-0.2, -0.2, 0.4], [-0.6, -0.4, -0.9], [0.7, -0.2, -0.2], [-0.6, -1.0, -0.6], [0.0, 0.2, 0.3], [0.3, 0.4, -0.4], [0.4, -0.3, 1.0]], "homo_lumo_gap_ha": 0.448, "mol_weight_g_mol": 75.14, "lumo_ev": -2.923, "charge": 1}

[6]
{"formula": "C7H8Br2N2O4PS", "method": "ωB97M-V with the def2-TZVPD basis set", "species": ["Br", "Br", "S", "P", "O", "O", "O", "O", "N", "N", "C", "C", "C", "C", "C", "C", "C", "H", "H", "H", "H", "H", "H", "H", "H"], "xyz": [[2.5128, -2.1252, 1.9174], [-2.4073, -3.4336, -0.4776], [0.0264, -4.1587, 1.3306], [2.2896, 0.8972, 0.4449], [2.5119, 1.7510, -0.8921], [3.5615, 0.3463, 0.8607], [-2.2820, 2.7069, -0.8606], [1.6913, 1.9485, 1.4884], [-1.1063, -1.0146, -0.7580], [-0.1480, -0.1663, -0.5255], [-1.8840, 1.4284, -1.2184], [0.0525, -2.5969, 0.6183], [1.0799, -1.6347, 0.8097], [-1.0136, -2.1804, -0.2096], [0.9621, -0.3800, 0.1995], [-0.3533, 1.1788, -1.1548], [-2.5271, 1.6821, 0.1259], [0.7278, 1.8384, 1.4894], [-2.4516, 0.8722, -1.9547], [-3.5717, 1.4572, 0.2785], [-0.0288, 1.9920, -0.5101], [-1.7171, 1.5229, 0.8342], [1.2350, -4.2784, 1.9186], [2.8254, 1.1388, -1.5763], [0.0147, 1.2082, -2.1784]], "forces_ev_per_a": [[-0.1, 0.3, -0.1], [0.2, 0.7, -0.2], [-0.7, -0.6, -0.2], [1.8, 1.8, 0.2], [-1.4, -0.8, 0.1], [0.0, -0.9, 0.2], [0.2, 0.2, 0.6], [-0.7, -1.0, -1.0], [-0.1, -0.1, -0.1], [1.0, 1.8, -0.5], [-0.5, -1.0, 0.9], [1.3, 0.5, 0.5], [0.0, -0.5, 0.2], [-0.5, -1.6, 0.4], [0.0, -0.9, 0.4], [-2.6, 0.1, -0.3], [1.3, -0.3, -2.3], [0.0, 0.6, 0.5], [0.0, 0.4, -0.3], [0.1, -0.1, 0.4], [0.7, -0.2, -0.2], [-0.8, 0.6, 1.0], [-0.1, 0.6, -0.2], [0.4, 0.4, -0.2], [0.6, 0.0, 0.3]], "homo_lumo_gap_ha": 0.301, "mol_weight_g_mol": 407.00, "lumo_ev": -5.507, "charge": 1}

Ordered max |F| results: 1.95; 1.53; 2.33; 3.75; 1.71; 2.65; unit eV Å⁻¹.